[1]
A structure of composition C8H12I2O. Source: the OMol25 dataset; level of theory: ωB97M-V/def2-TZVPD.

Orbital gap (alpha / beta): 7.159 / 7.160 eV
ΔE to the lowest compared entry with this formula, charge and spin: 0.0 kJ/mol
HOMO energy (alpha / beta): -7.2856 / -7.2858 eV
Spin multiplicity: 1
E_LUMO (alpha / beta): -0.13 / -0.13 eV

Element x y z (Å)
C  1.511904  -0.840446  -0.043662
H  0.169898  -1.560895  2.165836
H  -1.261854  0.591101  0.946420
H  -0.883998  1.201593  -1.768950
C  -0.539103  1.603712  -0.813999
H  0.017543  0.026699  2.921976
C  0.644891  -0.588842  2.283192
H  -1.855430  -0.305322  -2.138450
H  1.602302  -0.730892  2.780340
H  1.446609  1.011064  1.130310
I  2.237682  0.888855  -1.647595
C  0.855376  0.113852  0.938310
O  0.588827  -1.568608  -0.640512
H  -1.311474  2.295107  -0.462391
H  -1.070791  -1.873722  -2.307001
C  0.616287  2.515942  -1.234855
H  -1.137582  -1.627168  0.421030
I  1.274873  3.738312  0.451039
C  -0.479026  0.405372  0.206011
H  2.443566  -1.346573  0.156474
C  -0.729201  -1.010281  -0.390926
C  -1.606335  -1.225846  -1.618744
H  -2.534964  -1.713014  -1.333854

Forces on the atoms, in the same order (eV/Å):
C -0.2430 1.3493 -0.1295
H -0.0407 -0.0938 0.0646
H 0.1322 -0.1129 0.0193
H -0.0199 0.0786 0.0079
C 0.0694 -0.2387 0.0961
H -0.0454 0.0638 0.0856
C 0.0415 -0.0425 -0.1390
H 0.0227 -0.0348 -0.0458
H 0.0347 -0.0589 0.0693
H -0.0748 -0.1047 -0.2448
I 0.0231 -0.1136 0.0767
C 0.0577 0.1431 0.1035
O 0.2856 -0.3842 -0.0813
H 0.0057 -0.0094 -0.0619
H -0.0513 -0.0719 -0.1071
C 0.2204 -0.5809 0.1003
H 0.1430 0.1040 -0.1425
I 0.0149 -0.0843 0.1259
C -0.0600 -0.0017 -0.1417
H 0.1283 -0.0443 -0.0572
C -0.7377 0.1381 0.2727
C 0.1508 0.1321 0.1516
H -0.0570 -0.0327 -0.0227

---

[2]
The molecule C8H12N2O2S. Source: the OMol25 dataset; level of theory: ωB97M-V/def2-TZVPD.

Orbital gap (alpha / beta): 6.641 / 6.705 eV
ΔE to the lowest compared entry with this formula, charge and spin: 246.5 kJ/mol
HOMO energy (alpha / beta): -5.8210 / -9.2330 eV
Spin multiplicity: 3
E_LUMO (alpha / beta): 0.82 / -2.53 eV
⟨S²⟩: 2.041

Element x y z (Å)
H  3.397344  1.315060  1.703224
H  -3.108356  -1.679963  -1.302349
H  1.368833  -0.724385  -2.014903
N  -1.728934  -0.456557  -0.168383
H  3.357390  -1.125008  0.941022
H  1.290837  -2.031920  0.196559
C  2.487792  0.918224  1.140812
H  1.694344  2.860977  1.298733
C  1.084086  -0.313017  -1.037732
H  0.127737  2.734129  -0.331742
H  -1.376602  -1.977855  -1.684893
S  -0.480686  -0.672368  1.030770
C  1.216033  -1.010281  0.250987
H  -2.056763  -2.608794  -0.109340
O  -0.722501  -1.934193  1.676929
C  1.496100  1.934713  0.810273
C  2.466429  -0.475593  0.870873
O  -0.510795  0.462594  1.847990
H  -1.948677  1.566607  0.112461
C  -2.098495  -1.742589  -0.847004
N  0.681962  0.890346  -1.161040
C  -2.197786  0.736777  -0.639609
H  -3.335527  0.559692  -0.925673
C  0.587097  1.718278  -0.149204
H  -1.690856  1.055130  -1.508752

Forces on the atoms, in the same order (eV/Å):
H -1.3642 -0.6288 -0.6430
H 0.5540 0.2050 0.4983
H -0.1432 -0.6641 0.5933
N 2.2953 -5.1175 2.5090
H -0.8153 0.4624 0.3246
H -0.3214 -2.4651 -0.3381
C 0.2125 2.2753 0.6646
H -0.3751 0.6544 -0.0716
C 0.6728 -1.5968 -2.4502
H -0.6588 -1.4264 -0.4449
H -0.6844 0.2476 0.6831
S -1.6770 -2.6931 -0.9968
C 0.1415 2.6069 -0.5692
H -0.1585 1.3203 -0.9313
O -0.1797 -0.1754 -0.4619
C 7.5496 -3.9710 5.0046
C -0.2134 1.0978 0.9347
O 0.0947 2.4884 1.1824
H -1.1716 -1.1808 -0.8353
C 0.8861 -0.4374 0.0143
N -1.1398 1.7738 0.1002
C -2.4015 2.7052 0.2040
H 2.0685 0.9099 0.9342
C -3.6107 3.2265 -4.4156
H 0.4394 0.3830 -1.4894

---

[3]
The molecule C8H12N2OS. Source: the OMol25 dataset; level of theory: ωB97M-V/def2-TZVPD.

Orbital gap: 9.985 eV
ΔE to the lowest compared entry with this formula, charge and spin: 456.3 kJ/mol
HOMO energy: -9.6378 eV
Spin multiplicity: 1
E_LUMO: 0.35 eV

Element x y z (Å)
H  -0.683355  0.986435  -1.646690
H  2.078407  -1.417912  1.916650
C  -2.728909  -0.604688  -0.612588
H  1.682310  0.301057  -1.075014
C  1.567758  0.414705  1.202381
H  -3.138215  0.315991  -0.031832
H  -0.967454  -2.880081  -0.876737
H  -2.890885  -0.391811  -1.736479
H  3.910006  1.655732  0.739575
C  -0.513309  0.737217  -0.521948
O  2.136320  -0.905592  1.078122
C  1.478239  2.428089  -0.449235
S  2.969217  1.557084  1.766783
C  1.068660  0.862215  -0.269037
C  -0.554604  -1.869462  -1.276441
H  -3.292537  -1.553616  -0.255440
C  0.442040  0.543421  2.349810
H  -1.058940  -1.115063  0.786517
N  1.643269  3.633327  -0.408632
H  -1.006458  -1.691035  -2.316766
H  0.591765  -1.970420  -1.275872
C  -1.127338  -0.730231  -0.292141
N  -0.418582  0.224657  3.149710
H  -1.145323  1.522565  0.051242

Forces on the atoms, in the same order (eV/Å):
H 0.3381 -0.3841 1.8496
H 0.0251 0.7848 -0.6274
C 0.4886 0.5433 0.5962
H -1.0627 0.6670 1.6192
C 0.9569 0.3736 -0.1369
H 0.5386 -1.6664 -0.9261
H 0.6766 1.6616 -0.8222
H 0.2005 -0.5418 1.7732
H -1.3585 -0.6215 0.4120
C -0.3300 -0.3314 -0.8962
O -1.6463 0.4907 0.5675
C -0.3939 4.0060 0.7430
S 0.1565 -0.0150 0.6697
C 0.0328 1.8458 -0.3262
C -0.4881 -0.2185 0.7501
H 0.9511 1.6408 -0.8133
C -2.8020 -2.8043 2.1030
H 0.1866 0.8850 -1.5004
N -0.9296 -6.8753 -0.6336
H 1.0173 -0.3315 1.3826
H -1.7611 0.3467 -0.1507
C -1.1140 -0.3334 -0.5714
N 4.8998 2.1852 -4.4093
H 1.4178 -1.3073 -0.6523

---

[4]
The molecule C8H12N2OS. Source: the OMol25 dataset; level of theory: ωB97M-V/def2-TZVPD.

Orbital gap: 10.012 eV
ΔE to the lowest compared entry with this formula, charge and spin: 282.2 kJ/mol
HOMO energy: -9.1619 eV
Spin multiplicity: 1
E_LUMO: 0.85 eV

Element x y z (Å)
H  -2.415464  0.318872  1.753946
H  3.274086  1.378261  1.719025
N  -1.367370  0.375172  -0.007175
H  0.937691  0.527974  1.936051
H  4.704730  0.550302  -0.106580
C  2.899105  0.629240  1.037657
H  -1.649604  1.726045  -1.558209
H  -0.489897  0.414272  -1.871751
C  -1.445759  0.665562  -1.419649
H  -3.450336  0.151878  0.318431
H  -2.228480  0.075719  -1.912014
C  1.146650  -0.775999  0.269051
C  -2.574779  0.664330  0.736099
N  -1.236470  -1.584922  1.649390
S  -0.779317  -1.184605  0.249171
C  3.704942  0.159035  0.011701
H  -1.346654  -2.576108  1.759651
C  1.931030  -1.263159  -0.750840
H  3.863254  -1.151671  -1.673880
C  3.231340  -0.795440  -0.874070
H  1.517742  -1.981396  -1.442583
O  -1.011258  -2.052539  -0.885939
C  1.599561  0.163839  1.166696
H  -2.750747  1.739331  0.728581

Forces on the atoms, in the same order (eV/Å):
H -0.2567 0.1681 0.0004
H 0.0260 0.0415 0.0772
N 0.3355 -0.9019 0.5367
H -0.0515 0.1165 0.1203
H 0.0877 0.0047 0.0172
C -0.0952 -0.0074 0.0808
H 0.0711 0.0155 0.0559
H 0.0401 0.1291 -0.2265
C 0.0686 -0.0360 -0.4741
H -0.0053 0.0631 0.0370
H 0.0526 0.0958 -0.0193
C -2.5731 -0.1402 -0.6136
C -0.3882 -0.0028 0.3531
N 0.1629 1.0585 -0.7140
S 2.0998 -0.1720 1.0845
C 0.0848 -0.0324 -0.0518
H 0.1065 -0.4187 -0.1008
C -0.0732 -0.1920 -0.1210
H 0.0367 -0.0574 -0.0566
C 0.0539 0.0227 0.0553
H -0.0292 -0.0488 -0.1152
O 0.1462 0.2458 -0.0116
C 0.0308 0.0246 0.1577
H 0.0688 0.0238 -0.0718

---

[5]
The ion C8H12N3O with charge +1. Source: the OMol25 dataset; level of theory: ωB97M-V/def2-TZVPD.

Orbital gap (alpha / beta): 8.019 / 8.019 eV
ΔE to the lowest compared entry with this formula, charge and spin: 612.6 kJ/mol
HOMO energy (alpha / beta): -13.4506 / -13.4501 eV
Spin multiplicity: 1
E_LUMO (alpha / beta): -5.43 / -5.43 eV
Net charge: +1

Element x y z (Å)
H  1.908092  -2.459029  -0.473476
N  -1.414104  0.329578  -0.119808
H  -3.857983  0.885767  0.424065
C  -3.377177  1.659621  -0.102053
H  3.524555  -0.574233  -0.819248
C  -0.682807  -2.313630  0.081635
H  -3.745378  2.627715  0.242578
H  2.158955  -1.663111  1.077363
O  -2.408829  -0.960836  -0.165826
C  2.226486  0.856442  0.330298
N  -1.929508  -2.111252  -0.050111
C  2.409668  -0.386746  -0.637854
H  0.550527  1.738504  1.194121
N  -1.972748  1.421096  -0.072734
H  -3.423069  1.643577  -1.153865
C  0.746123  1.248874  0.282346
H  -0.358318  -3.399202  0.115229
H  2.462531  0.665724  1.463641
C  0.284372  -1.266610  0.140302
C  -0.092546  0.076600  0.065492
H  1.904351  -0.235775  -1.603340
H  0.428916  2.105014  -0.442242
H  2.973546  1.642059  0.142847
C  1.684339  -1.530144  0.080643

Forces on the atoms, in the same order (eV/Å):
H -0.4591 0.0619 0.3368
N -3.7181 0.9309 0.9327
H -1.0921 -1.0746 0.1652
C 0.4834 0.0199 0.0385
H -1.7118 -0.0282 0.3135
C 1.0362 -1.9473 -0.0019
H 0.9788 0.0501 0.1264
H -0.4109 -0.0473 -0.3916
O -0.3519 3.2311 -0.3436
C 0.8576 -0.5871 0.6215
N 0.2652 -2.0792 0.2033
C 1.4639 0.8203 1.4798
H -0.8530 0.3009 1.4621
N 2.7587 -0.5255 0.9861
H -1.6506 -0.2155 -1.6847
C 0.9762 2.3185 -1.9674
H -0.4960 1.5423 0.0516
H -0.3368 -0.5140 -2.1267
C -1.9135 2.4718 -0.6618
C 0.3295 -2.2724 0.3506
H 0.3434 0.3077 0.2105
H 0.8771 -1.6434 0.6265
H -0.7933 0.1052 -0.4975
C 3.4169 -1.2260 -0.2297

---

[6]
The ion C8H12N3O with charge +1. Source: the OMol25 dataset; level of theory: ωB97M-V/def2-TZVPD.

Orbital gap: 10.155 eV
ΔE to the lowest compared entry with this formula, charge and spin: 307.3 kJ/mol
HOMO energy: -12.9617 eV
Spin multiplicity: 1
E_LUMO: -2.81 eV
Net charge: +1

Element x y z (Å)
N  3.026163  0.006710  -0.199812
O  1.731212  1.980574  0.899944
C  -1.943201  -0.303791  0.559672
N  -0.268016  1.416358  0.350068
H  -2.991694  0.838917  -1.150416
H  -1.514368  -1.487560  2.328199
H  -3.009657  -0.636471  0.411944
H  -0.281831  2.388278  0.762370
C  -0.274489  -2.100814  0.874117
H  0.168487  -2.875631  -1.098733
H  -2.816298  2.293020  -0.322748
N  1.581785  0.042427  -0.284016
C  0.242161  -1.913565  -0.529791
H  3.305550  -0.708030  0.358928
H  3.529463  -0.084399  -1.131785
C  -1.275679  -1.333666  1.305255
C  -1.496413  0.835159  0.094778
C  1.020054  1.088443  0.287905
H  0.074027  -2.899378  1.415452
C  -2.291404  1.536948  -0.859336
H  -1.697193  1.937382  -1.687037
H  2.668683  1.873768  0.741631
H  1.473318  -0.855340  -2.066024
C  1.039341  -1.039333  -1.060567

Forces on the atoms, in the same order (eV/Å):
N -0.8372 3.0409 -2.8705
O 0.2191 0.8495 0.4050
C -1.4400 -1.6763 0.7794
N 2.0069 1.9195 1.3280
H -1.6985 -0.9808 -1.3341
H -0.9271 -0.2624 0.7594
H 1.0411 0.8750 -0.4312
H -0.4856 -1.3801 -0.6355
C -0.6913 3.0699 -2.8459
H -0.4725 1.0881 -0.0586
H -0.5088 1.2587 -0.0830
N 1.8667 -0.1646 -0.0130
C -0.2260 -4.1405 0.5200
H 0.7438 -2.7148 2.0620
H -1.4192 0.2714 1.3232
C 1.9129 -0.2488 0.9751
C 0.3677 -1.6257 -0.4585
C -1.0171 -0.3295 0.1441
H 0.9026 -1.7473 1.2272
C 0.0249 2.0065 -0.4830
H -0.3356 -0.0248 0.1251
H 0.8795 -0.4198 -0.2026
H -0.7669 -1.3744 0.4366
C 0.8609 2.7102 -0.6693